Entry from the OMol25 dataset: a molecular structure, C31H36BBeBrCaClF17LiN3O13PS2 at a distorted geometry (the ωB97M-V functional and the def2-TZVPD basis).

Computed properties:
**HOMO**: -8.656 eV

Structure (ORCA input):
```
! RIJCOSX wB97M-V def2-TZVPD def2/J DEFGRID3
* xyz 1 1
C 4.61005 -1.77642 2.40240
C 3.76687 -2.87527 1.65251
B 3.69920 -2.60824 0.11548
O 4.77110 -2.88623 -0.63071
P 2.17245 -1.92216 -0.89209
C 1.22564 -0.58361 -0.09448
C 1.34529 -0.53146 1.42970
C 0.42546 0.49505 2.06515
N -1.00615 0.29701 1.80915
C -1.71703 1.59256 1.71501
C -1.61791 2.13633 0.32597
C -0.55835 2.95319 -0.05659
C -0.46940 3.42332 -1.35333
C -1.45243 3.05345 -2.26153
C -2.51695 2.26298 -1.87497
C -2.61610 1.80227 -0.57683
O -3.65418 1.02794 -0.11001
C 1.10410 -3.32995 -1.38611
C -0.19764 -3.31294 -0.57188
C -1.49684 -3.25749 -1.37477
F -1.96118 -4.50202 -1.52658
F -1.35694 -2.64116 -2.55290
C -2.45470 -2.35928 -0.54545
F -2.40590 -2.70388 0.74680
F -1.88718 -1.13647 -0.63686
C -3.92979 -2.22166 -1.02988
F -4.17737 -2.92119 -2.12471
F -4.16819 -0.94062 -1.35012
C -4.94987 -2.61955 0.07856
F -4.66615 -3.80309 0.64134
F -6.13390 -2.78358 -0.51763
C -5.15185 -1.48569 1.12430
F -4.00924 -0.82044 1.38585
F -5.97348 -0.56884 0.58105
C -5.81183 -1.94657 2.47003
F -6.67424 -2.91710 2.29979
F -4.88320 -2.28795 3.35904
F -6.44813 -0.88777 2.94736
H 4.81432 -0.96462 1.70647
H 3.98495 -1.34227 3.17346
H 5.52961 -2.18174 2.79279
H 2.81016 -3.03938 2.13961
H 4.31919 -3.80558 1.76716
H 5.58076 -2.68086 -0.13775
H 2.70295 -1.37281 -2.06508
H 0.19583 -0.68590 -0.42435
H 1.56154 0.36075 -0.51795
H 2.36005 -0.23801 1.67797
H 1.14307 -1.50683 1.86416
H 0.57146 0.40071 3.15224
H 0.78506 1.49249 1.80253
H -1.14526 -0.15110 0.91370
H -1.28250 2.29396 2.40751
H -2.75880 1.39497 1.96502
H 0.18341 3.21029 0.69338
H 0.36053 4.05984 -1.60907
H -1.38512 3.39349 -3.28112
H -3.28344 1.99019 -2.58427
H -4.45271 1.57514 -0.12813
H 0.99639 -3.34889 -2.46507
H 1.64728 -4.23436 -1.13270
H -0.15888 -2.52978 0.17161
H -0.26359 -4.24091 -0.02028
C 7.63321 0.02613 -2.26522
C 7.07378 -0.37174 -0.81565
O 5.97791 0.07202 -0.50212
O 7.88576 -1.08973 -0.24155
H 6.85471 0.68875 -2.79198
H 8.57480 0.56744 -2.18771
H 7.79678 -0.86979 -2.85685
Be -2.64714 -0.97337 3.28959
N -3.60634 2.33335 -6.71916
S -4.56824 3.13657 -5.74176
O -4.76759 4.50671 -6.06308
O -4.50712 2.78822 -4.35094
F -5.93654 2.46478 -6.19298
S -2.09843 2.75738 -6.64671
O -1.34522 2.25390 -7.74165
O -1.48226 2.69740 -5.35191
F -2.14496 4.31469 -6.94377
Br -4.14844 0.61181 3.88779
Li -5.91859 1.13555 -1.24660
F 6.51918 0.82831 -4.26458
C 5.11021 7.13700 1.27623
C 4.42572 6.80901 2.44149
C 3.64714 5.66836 2.48782
C 3.56880 4.86632 1.35890
C 4.23994 5.18138 0.18771
C 5.01382 6.32687 0.15196
N 2.77191 3.64941 1.39538
O 2.14999 3.36744 2.43244
O 2.74183 2.94537 0.41961
H 5.72261 8.02776 1.24568
H 4.50410 7.44314 3.31302
H 3.11749 5.41280 3.39278
H 4.16719 4.54918 -0.68516
H 5.54545 6.58695 -0.75196
Ca -0.78651 3.21045 3.69282
C -2.57291 -5.06839 2.27214
C -2.44371 -6.05318 3.41275
O -1.24121 -6.73827 3.08251
C -0.46693 -5.87527 2.37793
O 0.68937 -6.00733 2.15924
O -1.20223 -4.81435 1.94737
F -3.46691 -6.93088 3.43177
H -3.07612 -5.50375 1.40936
H -3.08112 -4.15229 2.55760
H -2.34203 -5.59703 4.39910
Cl -5.47142 3.41867 -1.20551
*
```

Atomic partial charges in e from the Löwdin method, atoms 1 to 2:
1 C -0.07
2 C -0.16